[1]
DFT (wB97M-V/def2-TZVPD) results for C3H3N3S in the gas phase in a non-equilibrium geometry.

The geometry in XYZ format:
```
10
Properties=species:S:1:pos:R:3:lowdin_charge:R:1
C 2.3830 -0.3219 -0.0891 -0.36
C -0.8483 -0.7368 0.1157 -0.20
C -1.2189 0.6880 -0.1098 -0.57
N 3.2516 -0.0785 -0.8638 0.16
N 0.2960 -1.1579 0.4114 0.03
N 1.3066 -0.3737 0.6348 -0.02
S 0.1744 1.8736 -0.0572 0.67
H -1.6959 -1.4221 0.1172 0.13
H -1.7243 0.6059 -1.0035 0.03
H -1.9241 0.9235 0.8443 0.13
```

Energy   -678.400527 a.u.
Energy relative to the best compared isomer or geometry (same formula, charge and spin)   469.35 kJ/mol
Charge   0
E_HOMO (alpha / beta)   -9.37 / -9.36 eV
Kohn-Sham gap (alpha / beta)   6.68 / 6.68 eV
2S+1   1

[2]
DFT (wB97M-V/def2-TZVPD) results for C3H3N3S in the gas phase in a non-equilibrium geometry.

The geometry in XYZ format:
```
10
Properties=species:S:1:pos:R:3:lowdin_charge:R:1
C -1.3679 0.8045 0.3421 -0.53
C 0.8386 0.8850 -0.6093 -0.20
C 0.8151 -1.3556 0.1581 -0.30
H -2.2123 1.0820 1.1789 0.13
H 1.4390 1.6476 -1.0634 0.11
H 1.3711 -2.0839 0.5354 0.07
N -0.1632 1.3905 0.2268 0.01
N 1.3941 -0.2717 -0.3450 0.07
N -0.4717 -1.5844 0.1714 -0.23
S -1.6428 -0.5140 -0.5950 0.86
```

SMILES string   C1=NC=NSC=N1
Energy   -678.455675 a.u.
Energy relative to the best compared isomer or geometry (same formula, charge and spin)   324.56 kJ/mol
Charge   0
E_HOMO   -8.85 eV
Kohn-Sham gap   7.96 eV
2S+1   1

[3]
DFT (wB97M-V/def2-TZVPD) results for C3H3N3S in the gas phase in a non-equilibrium geometry.

The geometry in XYZ format:
```
10
Properties=species:S:1:pos:R:3:lowdin_charge:R:1
C -0.0319 -0.1032 0.4617 -0.78
C -0.3456 -0.6385 -1.7206 -0.20
C 0.9662 1.0459 -1.1582 -0.20
H -1.2944 -1.2519 2.1699 -0.11
H -0.7277 -1.3329 -2.4134 0.10
H 1.6195 1.8349 -1.4333 0.10
N -0.5828 -0.9835 -0.4819 0.08
N 0.5596 0.2817 -2.1525 0.10
N 0.6805 0.9627 0.1552 0.05
S -0.4831 -0.1813 2.0958 0.86
```

SMILES string   Sc1ncncn1
Energy   -678.563776 a.u.
Energy relative to the best compared isomer or geometry (same formula, charge and spin)   40.74 kJ/mol
Charge   0
E_HOMO   -9.77 eV
Kohn-Sham gap   10.01 eV
2S+1   1

[4]
DFT (wB97M-V/def2-TZVPD) results for a 2-piece molecular cluster, C3H3N4 overall in a non-equilibrium geometry.

The geometry in XYZ format:
```
10
Properties=species:S:1:pos:R:3:lowdin_charge:R:1
C 2.9594 0.3996 0.2202 -0.19
C -1.5799 -0.7703 -0.0660 -0.18
C 1.6986 0.8204 0.0010 -0.19
N 4.0381 0.0964 0.3981 0.25
N -0.7705 -1.5753 -0.1391 0.38
N 0.6833 1.2652 -0.2624 0.20
N -2.2084 0.3214 0.0323 0.22
H -0.0653 -2.2583 -0.2364 0.14
H -1.9366 1.0450 -0.7127 0.19
H -2.8187 0.6560 0.7650 0.16
```

Energy   -334.785607 a.u.
Energy relative to the best compared isomer or geometry (same formula, charge and spin)   55.41 kJ/mol
Charge   +1
E_HOMO   -16.28 eV
Kohn-Sham gap   11.71 eV
2S+1   1

[5]
DFT (wB97M-V/def2-TZVPD) results for C3H3N5 in the gas phase in a non-equilibrium geometry.

The geometry in XYZ format:
```
11
Properties=species:S:1:pos:R:3:lowdin_charge:R:1
C -1.1780 -0.1383 -0.1978 -0.52
C 0.6031 1.2687 -0.3833 -0.16
C 1.3040 -0.8351 0.3447 -0.17
H -2.3402 0.7633 0.9786 0.06
H 1.0166 2.2261 -0.7081 0.11
H 1.9814 -1.4422 0.9324 0.11
N -2.1039 -0.1875 0.6969 0.17
N -0.5588 0.9421 -0.8256 0.13
N 1.4546 0.4401 0.4092 0.10
N 0.4956 -1.6791 -0.4863 0.07
N -0.6746 -1.3583 -0.7606 0.10
```

SMILES string   [H]/N=c1\ncncnn1
Energy   -389.796171 a.u.
Energy relative to the best compared isomer or geometry (same formula, charge and spin)   190.38 kJ/mol
Charge   0
E_HOMO   -9.76 eV
Kohn-Sham gap   8.63 eV
2S+1   1

[6]
DFT (wB97M-V/def2-TZVPD) results for C3H3N5 as an isolated structure in a non-equilibrium geometry.

The geometry in XYZ format:
```
11
Properties=species:S:1:pos:R:3:lowdin_charge:R:1
C -1.9383 -0.0831 0.0658 -0.20
C -0.0297 -0.7317 -0.1874 -0.40
C 1.1979 1.0974 -0.0675 -0.15
H -3.0456 -0.0207 0.1139 0.11
H 1.8164 -1.9069 0.5140 0.25
H 1.2563 2.1197 -0.0309 0.11
N -1.2074 -1.2666 -0.1182 0.13
N 1.2799 -1.0839 -0.1040 0.05
N 2.0302 0.0997 -0.0060 0.04
N -0.0147 0.6496 -0.1118 -0.07
N -1.3450 1.1265 -0.0679 0.12
```

Energy   -389.821984 a.u.
Energy relative to the best compared isomer or geometry (same formula, charge and spin)   122.61 kJ/mol
Charge   0
E_HOMO   -9.49 eV
Kohn-Sham gap   10.18 eV
2S+1   1